Here is the molecule C3H9ClN2 in a non-equilibrium geometry from the Open Molecules 2025 dataset. Energies are from wB97M-V/def2-TZVPD.

Bonds (Å) are listed after each position.
Geometry (Å):
1 N 2.448 0.791 -0.709  C2 1.451, H7 0.990, H8 0.973
2 C 1.176 0.971 -0.033  N1 1.451, C3 1.584, H9 1.086, H10 1.143
3 C 0.556 -0.484 0.057  C2 1.584, N4 1.444, C5 1.542, H11 1.061
4 N 0.240 -0.883 -1.295  C3 1.444, H12 1.005, H13 1.007
5 C -0.627 -0.776 1.003  C3 1.542, Cl6 1.807, H14 1.093, H15 1.067
6 Cl -2.044 0.214 0.473  C5 1.807
7 H 3.078 1.554 -0.707  N1 0.990
8 H 2.907 0.046 -0.283  N1 0.973
9 H 0.602 1.675 -0.627  C2 1.086
10 H 1.127 1.304 1.060  C2 1.143
11 H 1.310 -1.083 0.503  C3 1.061
12 H 0.307 -1.885 -1.329  N4 1.005
13 H 1.057 -0.542 -1.775  N4 1.007
14 H -0.838 -1.848 1.023  C5 1.093
15 H -0.254 -0.475 1.957  C5 1.067

Calculated values
SMILES = NC[C@H](N)CCl
Energy above the lowest of the compared OMol25 structures with the same formula, charge and spin = 6.2 kcal/mol
Strongest force on any atom = 2.3 eV Å⁻¹
E_HOMO = -9.379 eV
Net charge = 0